Here is a molecular structure, C48H62Cl3N8O4S2Sc from the Open Molecules 2025 dataset. Energies are from ωB97M-V/def2-TZVPD.

Geometry as XYZ:
```
128
C48H62Cl3N8O4S2Sc ωB97M-V/def2-TZVPD
Sc 0.07 -0.99 1.04
O -0.88 -4.33 -1.07
C -0.71 -3.61 -0.13
O -0.16 -2.42 -0.19
C -1.12 -4.00 1.27
C -1.88 -5.18 1.43
C -2.27 -5.52 2.68
C -1.88 -4.73 3.78
C -2.24 -5.06 5.11
C -1.81 -4.30 6.15
C -0.99 -3.17 5.91
C -0.64 -2.83 4.64
C -1.09 -3.58 3.53
N -0.74 -3.21 2.25
H -2.12 -5.76 0.55
H -2.87 -6.41 2.85
H -2.85 -5.93 5.27
H -2.08 -4.56 7.17
H -0.63 -2.59 6.75
H 0.00 -1.98 4.48
Cl 2.44 -3.53 1.72
C 2.76 -2.62 3.18
Cl 1.95 -1.00 3.16
H 3.82 -2.42 3.26
H 2.36 -3.15 4.04
N -1.42 -0.51 2.56
S -2.47 0.68 2.69
C -3.94 -0.04 3.38
C -3.96 -0.54 4.67
C -5.11 -1.17 5.12
C -6.21 -1.28 4.28
C -6.18 -0.78 2.99
C -5.03 -0.15 2.53
C -1.92 1.75 4.00
C -2.74 2.81 4.37
C -2.30 3.69 5.34
C -1.05 3.52 5.93
C -0.24 2.46 5.55
C -0.67 1.57 4.57
H -1.49 -1.12 3.38
H -3.10 -0.43 5.32
H -5.15 -1.57 6.13
H -7.11 -1.77 4.64
H -7.04 -0.87 2.35
H -4.98 0.24 1.52
H -3.71 2.94 3.91
H -2.93 4.52 5.64
H -0.71 4.21 6.69
H 0.73 2.33 6.01
H -0.04 0.74 4.25
C 5.74 -1.45 -5.57
C 5.58 -0.23 -4.66
C 6.65 -0.28 -3.56
C 5.86 1.02 -5.51
C 4.16 -0.15 -4.03
O 4.09 0.91 -3.09
C 3.08 0.05 -5.11
C 1.66 0.33 -4.63
C 1.47 1.65 -3.91
C 1.79 2.86 -4.52
C 1.68 4.07 -3.84
C 1.26 4.06 -2.52
Cl 1.14 5.54 -1.62
C 0.92 2.87 -1.90
C 1.01 1.68 -2.60
C 3.91 -1.44 -3.19
N 3.38 -1.16 -1.86
C 2.15 -1.30 -1.40
N 2.09 -0.87 -0.14
C 3.38 -0.51 0.11
N 4.19 -0.70 -0.89
H 6.74 -1.46 -5.99
H 5.04 -1.44 -6.40
H 5.62 -2.39 -5.02
H 7.64 -0.21 -4.01
H 6.64 -1.22 -3.00
H 6.54 0.53 -2.84
H 6.91 1.05 -5.78
H 5.66 1.96 -4.98
H 5.28 1.04 -6.44
H 4.41 1.72 -3.50
H 3.06 -0.82 -5.76
H 3.39 0.88 -5.75
H 1.30 -0.47 -3.99
H 1.01 0.31 -5.51
H 2.13 2.88 -5.55
H 1.93 5.00 -4.32
H 0.59 2.88 -0.87
H 0.72 0.77 -2.11
H 4.84 -1.97 -3.01
H 3.23 -2.13 -3.68
H 1.33 -1.71 -1.95
H 3.73 -0.14 1.06
C -2.99 -2.40 -2.17
N -3.55 -1.11 -2.54
C -4.85 -1.17 -3.20
C -3.03 0.03 -2.08
S -2.06 0.09 -0.67
N -3.35 1.17 -2.73
C -3.14 2.47 -2.11
C -3.45 1.21 -4.18
H -3.19 -3.11 -2.97
H -3.45 -2.77 -1.24
H -1.92 -2.30 -2.04
H -5.46 -1.91 -2.67
H -4.76 -1.48 -4.24
H -5.35 -0.21 -3.15
H -3.45 2.44 -1.07
H -3.75 3.19 -2.65
H -2.09 2.77 -2.17
H -3.26 0.23 -4.61
H -2.69 1.90 -4.56
H -4.43 1.57 -4.50
C 0.69 4.64 1.89
N 0.19 3.34 1.44
C -1.14 3.38 0.86
C 0.91 2.23 1.48
C 2.36 2.30 1.88
O 0.45 1.11 1.15
H -0.16 5.31 1.97
H 1.40 5.06 1.18
H 1.15 4.56 2.88
H -1.15 4.12 0.06
H -1.86 3.70 1.62
H -1.41 2.41 0.45
H 2.71 3.29 2.17
H 2.94 1.97 1.02
H 2.53 1.61 2.70
```

## Properties
* LUMO: -4.7 eV
* multiplicity: 1
* charge: +2
* HOMO level: -0.4634 hartree

Atomic partial charges in e from the Löwdin method, atoms 1 to 8: 0.79 0.12 -0.55 -0.22 -0.18 0.04 0.03 -0.13

***

Here is a molecular structure, C44H60Cl2N6OPTi from the Open Molecules 2025 dataset. Energies are from ωB97M-V/def2-TZVPD.

Geometry as XYZ:
```
115
C44H60Cl2N6OPTi ωB97M-V/def2-TZVPD
Ti -0.60 1.19 -0.20
C 2.24 1.36 -3.54
C 1.11 1.10 -2.76
N 1.04 1.36 -1.47
C 2.13 1.94 -0.87
C 3.29 2.28 -1.58
C 3.32 1.96 -2.95
C 4.36 2.91 -0.90
C 4.22 3.19 0.42
C 3.04 2.84 1.14
C 2.00 2.21 0.53
N 0.75 1.83 1.05
C 0.33 2.10 2.37
C 1.06 2.02 3.52
C 0.48 2.38 4.77
C -0.80 2.84 4.86
C -1.59 2.91 3.68
C -2.92 3.39 3.64
C -3.61 3.41 2.46
C -2.99 2.90 1.31
N -1.76 2.44 1.30
C -1.03 2.49 2.46
H 2.23 1.11 -4.59
H 0.22 0.67 -3.21
H 4.20 2.19 -3.54
H 5.26 3.18 -1.44
H 5.02 3.69 0.95
H 2.97 3.10 2.19
H 2.08 1.67 3.49
H 1.09 2.31 5.67
H -1.22 3.15 5.80
H -3.38 3.74 4.55
H -4.62 3.79 2.40
H -3.52 2.85 0.36
Cl -3.16 -0.06 -0.12
C -4.09 -0.83 1.23
Cl -3.62 -0.28 2.81
H -3.92 -1.89 1.14
H -5.11 -0.56 1.04
C -3.36 1.73 -5.20
C -3.31 0.60 -4.20
N -2.52 1.02 -3.03
C -2.26 2.30 -2.65
N -1.49 2.50 -1.60
C -1.03 3.89 -1.32
C -1.14 4.79 -2.53
C -2.55 4.68 -3.06
N -2.82 3.28 -3.38
C -3.77 2.99 -4.47
H -4.06 1.50 -5.99
H -2.37 1.88 -5.65
H -2.82 -0.28 -4.62
H -4.31 0.31 -3.89
H -2.08 0.29 -2.51
H 0.01 3.85 -0.98
H -1.61 4.32 -0.50
H -0.44 4.48 -3.30
H -0.91 5.82 -2.25
H -2.68 5.26 -3.97
H -3.27 5.05 -2.32
H -3.77 3.85 -5.13
H -4.78 2.88 -4.06
O -0.20 -0.78 0.03
P 0.70 -1.97 0.46
C 0.00 -2.56 2.00
C -0.08 -1.45 3.10
C 0.50 -1.88 4.45
C -0.08 -3.21 4.95
C -0.34 -4.21 3.80
C 0.52 -3.90 2.57
C 2.39 -1.34 0.68
C 3.22 -1.92 1.84
C 3.90 -3.25 1.50
C 4.84 -3.06 0.31
C 4.06 -2.55 -0.90
C 3.26 -1.27 -0.60
C 0.56 -3.25 -0.79
C -0.72 -4.11 -0.64
C -1.99 -3.40 -1.11
C -1.86 -2.88 -2.56
C -0.48 -3.16 -3.14
C 0.63 -2.64 -2.23
H -1.02 -2.74 1.65
H -1.13 -1.20 3.25
H 0.39 -0.52 2.77
H 0.30 -1.09 5.17
H 1.59 -1.96 4.40
H -1.00 -3.03 5.50
H 0.62 -3.65 5.66
H -1.39 -4.17 3.50
H -0.16 -5.23 4.14
H 0.45 -4.70 1.84
H 1.57 -3.83 2.86
H 2.12 -0.32 0.97
H 2.63 -1.99 2.74
H 4.00 -1.19 2.05
H 3.16 -4.01 1.25
H 4.44 -3.62 2.37
H 5.34 -3.99 0.06
H 5.62 -2.34 0.58
H 3.40 -3.35 -1.24
H 4.73 -2.34 -1.73
H 2.67 -0.99 -1.47
H 3.97 -0.46 -0.44
H 1.43 -3.90 -0.59
H -0.85 -4.47 0.38
H -0.57 -5.01 -1.24
H -2.19 -2.56 -0.43
H -2.83 -4.08 -1.02
H -2.02 -1.79 -2.57
H -2.64 -3.31 -3.19
H -0.38 -2.69 -4.12
H -0.35 -4.23 -3.31
H 0.52 -1.55 -2.18
H 1.61 -2.83 -2.67
```

## Properties
* LUMO (alpha / beta): -5.2 / -5.1 eV
* multiplicity: 2
* charge: +2
* HOMO level (alpha / beta): -0.4542 / -0.4543 hartree

Atomic partial charges in e from the Löwdin method, atoms 1 to 8: 0.93 -0.02 -0.11 0.00 -0.17 -0.15 0.03 -0.02

***

Here is 2 unconnected molecules or ions with the total composition C2H9N3O from the Open Molecules 2025 dataset. Energies are from ωB97M-V/def2-TZVPD.

Geometry as XYZ:
```
15
C2H9N3O ωB97M-V/def2-TZVPD
H -1.41 -1.52 1.41
N -1.57 -0.52 1.29
C -2.18 -0.32 0.14
N -1.88 0.79 -0.58
H -2.98 -1.03 -0.30
H -2.40 1.18 -1.28
H -1.38 1.55 -0.14
N 1.51 -0.89 -0.48
C 2.07 0.34 -0.02
O 1.02 1.25 0.33
H 1.38 -0.97 -1.47
H 1.73 -1.74 0.00
H 2.74 0.80 -0.75
H 2.82 0.29 0.80
H 0.50 0.79 1.04
```

## Properties
* LUMO: 1.1 eV
* multiplicity: 1
* HOMO level: -0.3229 hartree
* SMILES: [H]/N=C/N.NCO

Atomic partial charges in e from the Löwdin method, atoms 1 to 8: 0.02 0.01 -0.36 0.09 0.13 0.05 0.09 0.03

***

Here is 2 unconnected molecules or ions with the total composition C3H7O3 from the Open Molecules 2025 dataset. Energies are from ωB97M-V/def2-TZVPD.

Geometry as XYZ:
```
13
C3H7O3 ωB97M-V/def2-TZVPD
C 1.28 -0.64 -1.43
C -0.15 -1.26 -1.66
O -0.21 -2.24 -2.43
O -1.06 -0.80 -0.92
H 1.94 -1.50 -1.57
H 1.31 -0.22 -0.43
H 1.59 0.08 -2.19
C -0.69 0.72 1.83
O -1.12 2.05 2.16
H -1.29 2.57 1.37
H -1.33 -0.01 2.30
H -0.60 0.66 0.75
H 0.32 0.60 2.25
```

## Properties
* LUMO: 3.7 eV
* multiplicity: 1
* charge: -1
* HOMO level: -0.1477 hartree

Atomic partial charges in e from the Löwdin method, atoms 1 to 8: -0.05 -0.79 -0.11 -0.12 0.05 0.03 0.05 -0.15

***

Here is 2 unconnected molecules or ions with the total composition C5H11O3 from the Open Molecules 2025 dataset. Energies are from ωB97M-V/def2-TZVPD.

Geometry as XYZ:
```
19
C5H11O3 ωB97M-V/def2-TZVPD
C 1.35 1.16 0.87
O 1.74 1.06 -0.50
C 1.34 -0.17 1.60
C 0.23 -1.13 1.10
C 0.03 -1.32 -0.36
C -0.99 -1.01 -1.28
O -0.91 -0.98 -2.51
H 2.03 1.91 1.26
H 0.39 1.70 0.92
H 1.24 -0.07 2.67
H 2.27 -0.65 1.31
H 0.42 -2.13 1.51
H -0.71 -0.81 1.57
H 0.94 -1.80 -0.73
H 1.22 0.49 -0.97
H -1.97 -0.71 -0.87
H -1.64 1.13 0.65
H -2.90 1.39 -0.21
O -2.46 1.63 0.62
```

## Properties
* LUMO (alpha / beta): 0.7 / -1.9 eV
* multiplicity: 2
* HOMO level (alpha / beta): -0.3550 / -0.3782 hartree

Atomic partial charges in e from the Löwdin method, atoms 1 to 8: -0.25 -0.03 -0.15 -0.20 -0.02 -0.31 0.04 0.12

***

Here is a molecular structure, C28H36MnP2Si from the Open Molecules 2025 dataset. Energies are from ωB97M-V/def2-TZVPD.

Geometry as XYZ:
```
68
C28H36MnP2Si ωB97M-V/def2-TZVPD
C -3.39 0.39 0.32
C -3.14 0.02 -1.02
C -2.54 -1.29 -1.03
H -3.37 0.61 -1.90
C -2.47 -1.74 0.36
C -2.92 -0.66 1.18
H -3.00 -0.66 2.27
H -3.95 1.27 0.64
H -2.33 -1.88 -1.91
H -2.28 -2.76 0.70
Mn -0.82 -0.42 -0.02
C 4.17 -0.98 1.43
H 4.80 -0.34 0.81
H 4.11 -1.98 0.97
H 3.17 -0.54 1.51
Si 0.62 -1.62 -0.96
C 1.33 -0.95 -2.57
C 0.49 -0.80 -3.69
H -0.59 -0.81 -3.56
C 1.03 -0.70 -4.97
H 0.37 -0.67 -5.84
C 2.43 -0.68 -5.14
H 2.85 -0.66 -6.15
C 3.26 -0.69 -4.02
H 4.35 -0.64 -4.14
C 2.72 -0.81 -2.74
H 3.39 -0.86 -1.87
C 0.99 -3.45 -1.15
C 1.28 -4.05 -2.39
H 1.31 -3.42 -3.28
C 1.61 -5.40 -2.49
H 1.87 -5.84 -3.46
C 1.64 -6.20 -1.33
H 1.88 -7.26 -1.41
C 1.37 -5.62 -0.08
H 1.43 -6.22 0.83
C 1.06 -4.26 0.01
H 0.90 -3.77 0.97
H 0.36 -1.15 0.81
H 4.58 -1.08 2.41
C 0.06 -0.29 3.18
P -0.15 0.85 1.75
C 1.45 1.69 1.57
C -1.10 2.24 2.55
C -0.93 2.51 3.91
C -1.59 3.58 4.51
C -2.40 4.41 3.75
C -2.54 4.19 2.37
C -1.87 3.13 1.75
P -1.79 2.94 -0.07
C -3.32 3.85 -0.53
C -0.50 4.21 -0.46
H 0.49 -1.24 2.84
H -0.92 -0.49 3.62
H 0.74 0.17 3.91
H 2.12 1.12 0.91
H 1.30 2.70 1.15
H 1.91 1.79 2.57
H -0.29 1.88 4.52
H -1.46 3.77 5.58
H -2.93 5.25 4.21
H -3.16 4.87 1.79
H -3.55 3.66 -1.58
H -4.16 3.48 0.08
H -3.18 4.93 -0.37
H -0.92 4.93 -1.17
H -0.18 4.71 0.46
H 0.35 3.68 -0.92
```

## Properties
* LUMO (alpha / beta): -8.2 / -7.6 eV
* multiplicity: 4
* charge: +2
* HOMO level (alpha / beta): -0.5067 / -0.5200 hartree

Atomic partial charges in e from the Löwdin method, atoms 1 to 8: -0.10 -0.10 -0.17 0.12 -0.18 -0.10 0.13 0.11

***

Here is a molecular structure, C13H21BCuN6O from the Open Molecules 2025 dataset. Energies are from ωB97M-V/def2-TZVPD.

Geometry as XYZ:
```
43
C13H21BCuN6O ωB97M-V/def2-TZVPD
H -0.47 2.77 1.39
N -0.15 1.58 -0.28
B 0.65 0.47 -2.53
N 0.46 1.64 -1.49
C 0.91 2.90 -1.60
Cu -0.97 -0.77 0.34
H 1.38 3.23 -2.50
C 0.56 3.60 -0.46
H 0.69 4.62 -0.24
C -0.05 2.72 0.40
H 1.05 0.79 -3.61
C -1.34 -2.57 0.99
H -1.56 -2.66 2.04
H -0.29 -2.76 0.76
H -2.02 -3.20 0.44
N -0.78 -0.15 -2.57
N 1.63 -0.58 -1.90
N -1.47 -0.49 -1.39
N 1.26 -1.03 -0.65
C -1.60 -0.34 -3.62
C 2.82 -1.11 -2.26
H -1.32 -0.03 -4.64
H 3.27 -0.83 -3.19
C -2.79 -0.87 -3.16
C 3.23 -1.97 -1.22
C -2.67 -0.99 -1.79
C 2.21 -1.87 -0.25
H -3.66 -1.12 -3.76
H 4.12 -2.54 -1.18
H -3.32 -1.49 -1.08
H 2.10 -2.40 0.68
H -0.87 0.92 -0.01
C -1.32 0.69 3.29
C 0.15 0.54 2.95
C 0.96 0.04 4.14
O 0.30 -0.22 1.80
H -1.75 -0.29 3.53
H -1.85 1.07 2.40
H -1.48 1.38 4.13
H 0.52 1.56 2.74
H 0.59 -0.93 4.49
H 2.02 -0.05 3.92
H 0.87 0.73 4.98
```

## Properties
* LUMO (alpha / beta): 0.5 / -0.2 eV
* multiplicity: 2
* HOMO level (alpha / beta): -0.2736 / -0.2829 hartree

Atomic partial charges in e from the Löwdin method, atoms 1 to 8: 0.13 0.08 -0.43 0.07 -0.02 0.40 0.13 -0.03

***

Here is 7 unconnected molecules or ions with the total composition C15H14Cl18F7NO5PS from the Open Molecules 2025 dataset. Energies are from ωB97M-V/def2-TZVPD.

Geometry as XYZ:
```
62
C15H14Cl18F7NO5PS ωB97M-V/def2-TZVPD
O 5.42 0.75 3.32
P 5.53 0.88 1.87
O 7.06 0.72 1.41
O 4.76 -0.38 1.19
C 4.86 2.52 1.31
C 3.44 2.37 0.80
C 2.32 2.87 1.47
C 1.04 2.63 0.92
C 0.92 1.93 -0.25
S -0.63 1.51 -1.06
O -0.54 0.17 -1.56
O -0.76 2.43 -2.15
C -2.14 1.72 0.01
F -3.15 1.28 -0.74
F -2.33 3.03 0.21
C -2.15 0.86 1.34
F -0.92 0.50 1.76
F -2.83 -0.27 1.06
C -2.99 1.57 2.46
F -3.10 0.70 3.47
F -2.37 2.65 2.95
F -4.20 1.83 1.99
N 2.02 1.50 -0.88
C 3.24 1.69 -0.40
H 7.40 1.56 1.06
H 3.87 -0.44 1.57
H 4.83 3.15 2.21
H 5.53 3.02 0.59
H 2.45 3.42 2.40
H 0.15 3.00 1.43
H 1.92 0.98 -1.76
H 4.10 1.31 -0.95
C -5.92 3.61 -2.48
Cl -4.45 3.57 -1.49
Cl -5.50 3.71 -4.18
Cl -6.92 2.20 -2.16
H -6.49 4.50 -2.21
C -2.52 -3.16 -0.93
Cl -1.04 -3.33 0.02
Cl -2.15 -3.06 -2.66
Cl -3.62 -4.50 -0.61
H -3.01 -2.24 -0.64
C -3.31 -5.93 2.99
Cl -1.75 -6.25 3.75
Cl -4.52 -7.09 3.53
Cl -3.84 -4.28 3.33
H -3.20 -6.03 1.92
C -3.27 0.79 -6.24
Cl -4.86 0.56 -6.96
Cl -3.40 0.97 -4.49
Cl -2.20 -0.56 -6.65
H -2.84 1.69 -6.65
C -2.42 -7.89 -3.20
Cl -3.53 -8.66 -2.06
Cl -3.14 -7.79 -4.80
Cl -1.96 -6.28 -2.62
H -1.52 -8.49 -3.26
C 8.89 2.48 4.45
Cl 9.21 0.87 3.81
Cl 10.34 3.47 4.40
Cl 7.57 3.27 3.55
H 8.58 2.38 5.48
```

## Properties
* LUMO: -5.4 eV
* multiplicity: 1
* charge: +1
* HOMO level: -0.4514 hartree

Atomic partial charges in e from the Löwdin method, atoms 1 to 8: -0.28 0.42 -0.14 -0.11 -0.15 -0.20 0.09 0.03

***

Across the entries above, E takes the values -150825.234, -115034.144, -8736.620, -9367.936, -11503.335, -87377.636, -70123.496, -292052.868 eV, respectively.